Record 1
Computed, not measured: a 16-piece molecular cluster, C72H176B5F20N11O13 overall, with the ωB97M-V functional and the def2-TZVPD basis.

Summary:
Energy in eV: -178232.71366
LUMO level in eV: -7.9
Charge: +6
Orbital gap in eV: 10.318
Molecular weight in g mol⁻¹: 1838.3

Element x y z (Å)
C  -0.1466  -23.4572  8.4955
O  0.5282  -22.6542  9.4567
C  0.8961  -21.3884  8.9742
C  1.4592  -20.5777  10.1212
N  0.4271  -20.3470  11.2322
H  0.0157  -21.2850  11.3348
H  1.0363  -20.0614  11.9869
C  -0.7457  -19.4410  10.9046
C  -1.9509  -20.0321  11.5027
O  -2.1923  -21.3134  10.8796
C  -3.5241  -21.7521  11.0259
H  -0.6909  -24.1690  9.0734
H  0.5959  -23.8008  7.7709
H  -0.9791  -22.8533  8.0587
H  0.0279  -20.7817  8.6524
H  1.7012  -21.5326  8.2435
H  1.7955  -19.5677  9.7143
H  2.3574  -20.9955  10.6332
H  -0.7627  -19.4478  9.7866
H  -0.5130  -18.4030  11.1627
H  -2.7609  -19.3748  11.3479
H  -1.8248  -20.2226  12.5440
H  -3.5162  -22.7164  11.5431
H  -4.0535  -21.7626  10.0454
H  -4.0775  -21.1067  11.7291
C  -4.0021  -43.6273  6.6190
O  -3.0439  -42.4642  6.4378
C  -2.6544  -42.3654  5.0290
C  -1.5576  -41.2787  5.0635
N  -2.0921  -40.1540  5.8369
H  -2.7656  -39.5616  5.2867
H  -2.7176  -40.5491  6.5278
C  -1.1281  -39.1929  6.5010
C  -1.9707  -38.0673  7.1549
O  -2.9349  -38.7978  7.9150
C  -3.8843  -38.0096  8.5351
H  -4.9242  -43.4952  6.1270
H  -4.2251  -43.6166  7.7219
H  -3.4520  -44.5298  6.4126
H  -3.4991  -42.2065  4.3686
H  -2.1428  -43.2884  4.6572
H  -1.2386  -40.9641  4.0517
H  -0.7059  -41.7239  5.5277
H  -0.4149  -38.9020  5.7770
H  -0.6663  -39.7455  7.3000
H  -2.4835  -37.4804  6.4068
H  -1.3565  -37.4094  7.6745
H  -4.5515  -37.4508  7.8522
H  -3.3872  -37.3755  9.2690
H  -4.5563  -38.6259  9.1003
C  -4.5307  -20.7682  23.4416
O  -5.0219  -21.8452  22.6188
C  -6.2604  -21.4437  21.9869
C  -6.6051  -22.6535  21.1156
N  -5.4468  -22.8141  20.2467
H  -5.4547  -22.0235  19.6027
H  -4.6787  -22.6567  20.9384
C  -5.4074  -23.9814  19.3538
C  -6.4113  -23.8219  18.1458
O  -6.4555  -22.4212  17.8553
C  -7.5058  -22.1953  16.8625
H  -4.7411  -19.7898  22.9597
H  -3.4108  -20.9134  23.4543
H  -4.8170  -20.7746  24.4448
H  -6.1711  -20.5318  21.4046
H  -7.0511  -21.2513  22.7482
H  -7.4893  -22.4341  20.5570
H  -6.7586  -23.5388  21.7608
H  -5.6146  -24.8200  20.0122
H  -4.3443  -24.0612  19.0680
H  -7.4388  -24.1059  18.4292
H  -5.9041  -24.2922  17.2779
H  -7.3640  -22.8558  15.9810
H  -7.5277  -21.1635  16.4863
H  -8.4458  -22.3760  17.3880
C  -8.7722  -37.6528  13.1661
O  -7.9487  -36.6038  13.6305
C  -8.6244  -35.8618  14.5991
C  -8.2566  -36.3941  15.9917
N  -6.7488  -36.6242  16.0508
H  -6.6368  -36.8959  17.0355
H  -6.5068  -37.3699  15.4050
C  -6.0354  -35.3335  15.6215
C  -4.5387  -35.5082  15.4276
O  -4.2977  -36.4272  14.3891
C  -2.9791  -36.7985  14.1885
H  -8.0930  -38.2734  12.5058
H  -9.6288  -37.2080  12.6968
H  -9.0906  -38.2507  14.0433
H  -9.7132  -35.8768  14.4376
H  -8.3319  -34.8344  14.4481
H  -8.8292  -37.2980  16.2171
H  -8.4280  -35.6462  16.7692
H  -6.2261  -34.5717  16.4063
H  -6.4332  -35.0982  14.6714
H  -3.9189  -35.7442  16.3597
H  -4.1046  -34.5356  15.1448
H  -2.4076  -36.1695  13.3672
H  -3.0038  -37.8598  13.8650
H  -2.3776  -36.8407  15.1430
C  -6.4274  -33.3815  11.1319
O  -7.5617  -32.6540  10.6276
C  -7.1823  -31.7151  9.6437
C  -8.2273  -30.5750  9.5321
N  -8.6443  -30.1562  10.8836
H  -9.4520  -29.5728  10.7720
H  -8.9261  -31.0409  11.3056
C  -7.5455  -29.5126  11.6986
C  -8.1480  -29.0525  13.0215
O  -8.7889  -27.8034  12.7912
C  -9.0634  -27.1841  14.0750
H  -6.7956  -34.2876  11.5924
H  -5.9458  -32.7820  11.8987
H  -5.7001  -33.4338  10.3011
H  -7.1578  -32.1583  8.6122
H  -6.1147  -31.4044  9.7964
H  -9.0890  -31.1081  9.1470
H  -7.8725  -29.7544  8.9301
H  -7.0741  -28.7294  11.1202
H  -6.7713  -30.2167  11.8520
H  -7.3592  -28.9752  13.7961
H  -8.8783  -29.8049  13.4301
H  -9.6902  -26.3113  13.9527
H  -8.1708  -26.9522  14.6005
H  -9.6154  -27.8262  14.6993
C  -4.6816  -27.5732  11.7589
C  -4.6946  -27.7634  13.2557
C  -3.8769  -29.0052  13.7257
C  -2.3620  -28.9001  13.4658
N  -1.4713  -30.0174  13.9091
C  -1.3643  -30.1075  15.4739
C  -0.2938  -29.0532  15.8647
C  0.4626  -28.7249  14.5977
C  -0.0878  -29.6644  13.4990
C  -1.8871  -31.3701  13.3674
C  -2.0596  -31.3194  11.8370
C  -2.7000  -32.6018  11.2794
H  -3.6489  -27.3018  11.3973
H  -5.3949  -26.8571  11.3412
H  -4.8774  -28.5478  11.3268
H  -5.7325  -27.8007  13.5821
H  -4.3603  -26.9414  13.8851
H  -4.3358  -29.9285  13.2518
H  -4.0776  -29.1331  14.8195
H  -1.9704  -27.9689  13.9898
H  -2.2145  -28.8214  12.3738
H  -1.0592  -31.1282  15.6858
H  -2.4026  -29.9799  15.7505
H  0.4250  -29.4912  16.5968
H  -0.7475  -28.1256  16.2566
H  1.4819  -28.9959  14.7425
H  0.4249  -27.6418  14.4564
H  0.4670  -30.6519  13.5154
H  -0.0804  -29.3314  12.4652
H  -2.8625  -31.6089  13.9211
H  -1.1830  -32.1036  13.6904
H  -1.0592  -31.1647  11.2885
H  -2.7514  -30.5158  11.6255
H  -2.1039  -33.4738  11.5793
H  -2.7615  -32.5885  10.1579
H  -3.6605  -32.6858  11.8059
C  -6.4632  -23.5180  7.9969
C  -6.9064  -23.1134  6.6142
C  -7.5200  -24.1393  5.6779
C  -8.8225  -24.6256  6.2434
N  -9.7291  -25.2442  5.1207
C  -10.4283  -24.1247  4.2861
C  -11.5549  -23.6549  5.1660
C  -11.7876  -24.7426  6.3252
C  -10.8803  -25.8907  5.8355
C  -8.9697  -26.1436  4.2066
C  -8.3521  -27.3435  4.9106
C  -7.6939  -28.2438  3.8660
H  -6.4810  -22.7852  8.8041
H  -5.4629  -23.9645  8.0566
H  -7.0825  -24.3161  8.3729
H  -6.0984  -22.7590  6.0081
H  -7.5057  -22.1890  6.7045
H  -6.8684  -24.9980  5.5204
H  -7.6079  -23.6535  4.7019
H  -9.4208  -23.7811  6.5380
H  -8.6607  -25.2992  7.0416
H  -10.7338  -24.6099  3.3527
H  -9.6400  -23.3986  4.0336
H  -12.4246  -23.5773  4.5073
H  -11.3748  -22.7213  5.6891
H  -12.8068  -25.0655  6.2347
H  -11.5896  -24.3480  7.2972
H  -11.4588  -26.3719  5.0544
H  -10.4663  -26.6802  6.4085
H  -8.3091  -25.5279  3.5900
H  -9.8254  -26.4965  3.5679
H  -9.1789  -27.9289  5.3418
H  -7.6348  -27.0460  5.6834
H  -6.7271  -27.8783  3.4928
H  -8.3848  -28.4644  3.0413
H  -7.4573  -29.2037  4.4330
C  1.8928  -33.1424  11.3413
C  2.7425  -34.3084  10.8581
C  4.1998  -34.0979  11.2343
C  4.2969  -34.2375  12.7656
N  5.6207  -33.9444  13.4010
C  6.5906  -35.0743  13.0846
C  6.1409  -36.2942  13.9880
C  5.6582  -35.5704  15.2606
C  5.4819  -34.1009  14.9004
C  6.0971  -32.5473  13.0069
C  5.0640  -31.4375  13.2269
C  5.6932  -30.0136  13.1701
H  0.8980  -33.2590  10.8745
H  2.2379  -32.1408  11.0702
H  1.7091  -33.1289  12.3991
H  2.6412  -34.4039  9.7533
H  2.4083  -35.2669  11.2606
H  4.6500  -33.1778  10.7460
H  4.7846  -34.8908  10.8156
H  3.9354  -35.2376  13.1792
H  3.5512  -33.5125  13.1958
H  7.5763  -34.7065  13.3276
H  6.6498  -35.1838  12.0069
H  6.9856  -36.9272  14.1551
H  5.4858  -36.9196  13.4232
H  6.2668  -35.8011  16.1286
H  4.6592  -35.9333  15.5037
H  6.3711  -33.6046  15.3163
H  4.5847  -33.6019  15.2722
H  6.2881  -32.5855  11.9092
H  7.0250  -32.3387  13.5583
H  4.4402  -31.4928  14.1349
H  4.2812  -31.3485  12.4679
H  6.0486  -29.9386  12.1833
H  6.4585  -29.9478  13.8898
H  4.9387  -29.2998  13.3778
C  -3.3379  -31.0829  19.1319
C  -4.7337  -31.5613  19.3355
O  -5.1096  -32.4065  20.0509
N  -5.7115  -30.7762  18.5724
H  -5.3792  -29.7866  18.5323
H  -5.5961  -30.9756  17.5760
C  -7.1074  -30.7960  19.0805
H  -2.7231  -31.5560  19.8964
H  -3.3340  -29.9916  19.3631
H  -3.0720  -31.2166  18.1054
H  -7.7707  -31.3342  18.4439
H  -7.3092  -29.7420  19.1537
H  -7.1729  -31.2259  20.0609
C  -1.7826  -26.6866  5.1509
C  -3.1261  -26.5478  5.7423
O  -3.8719  -25.6540  5.5334
N  -3.5723  -27.7341  6.6603
H  -2.9192  -27.7825  7.4496
H  -4.4747  -27.5046  7.1249
C  -3.5942  -28.9927  5.9391
H  -1.0290  -26.4340  5.8855
H  -1.8381  -26.0315  4.2841
H  -1.6393  -27.7210  4.8851
H  -4.1868  -28.9542  5.0332
H  -4.0013  -29.7709  6.6246
H  -2.6214  -29.3871  5.6691
C  0.5255  -31.5237  20.2288
C  1.0792  -32.9119  20.1548
O  0.6303  -33.8856  20.6551
N  2.3531  -33.0007  19.3493
H  2.4963  -33.9035  18.9486
H  2.3123  -32.4417  18.4789
C  3.5664  -32.4782  20.1055
H  -0.0093  -31.5470  21.1528
H  -0.1106  -31.3988  19.3302
H  1.1707  -30.6924  20.3252
H  3.3342  -31.4823  20.4491
H  4.3961  -32.4818  19.3567
H  3.7474  -33.1976  20.9220
B  -6.1740  -31.9391  15.6194
F  -6.7882  -32.0134  14.3213
F  -4.8531  -32.3840  15.5750
F  -6.1637  -30.6014  15.9610
F  -6.7885  -32.6516  16.6340
B  -1.5724  -28.7901  8.8373
F  -0.7387  -28.8329  7.7364
F  -2.0799  -27.4435  8.8842
F  -2.6046  -29.6345  8.6576
F  -0.8402  -29.1346  9.9774
B  -6.6891  -27.9740  8.1198
F  -5.8028  -28.5940  9.0105
F  -6.0789  -26.9169  7.4406
F  -7.1631  -29.0142  7.2089
F  -7.8041  -27.4470  8.7543
B  1.4781  -33.1508  16.1412
F  2.0116  -32.0540  16.8443
F  0.1552  -32.8950  15.8710
F  2.1701  -33.3180  14.9285
F  1.6021  -34.2466  16.8958
B  -4.5438  -27.7081  17.6484
F  -4.1479  -28.8281  16.9939
F  -3.4815  -27.1067  18.2462
F  -5.2019  -26.8932  16.7288
F  -5.5794  -28.0637  18.7033

Record 2
Computed, not measured: C34H43Br2IrN4S as an isolated structure, with the ωB97M-V functional and the def2-TZVPD basis.

Summary:
Energy in eV: -195661.05978
LUMO level in eV: -7.2
Energy relative to the best compared isomer or geometry (same formula, charge and spin) in kcal per mole: 94.8
Charge: +2
Orbital gap in eV: 5.928
Molecular weight in g mol⁻¹: 891.8

Element x y z (Å)
Ir  0.7652  0.3771  0.2000
C  2.4620  0.4908  1.6738
C  2.9887  0.6793  0.3741
C  2.2903  1.8760  -0.1981
C  1.4049  2.3356  0.8151
C  1.4614  1.4675  1.9516
C  0.7513  1.6457  3.2655
C  0.2529  0.2939  3.7850
C  1.8059  2.2107  4.2370
C  -0.4003  2.6433  3.1394
C  2.5482  2.7598  -1.4235
C  1.3486  3.6764  -1.7093
C  3.7281  3.6729  -1.0278
C  2.8615  2.0218  -2.7240
C  4.0942  -0.2218  -0.1761
C  5.3297  0.6366  -0.4973
C  4.5280  -1.2251  0.9017
C  3.6579  -1.0264  -1.4077
H  2.7638  -0.2780  2.3643
H  0.7462  3.1815  0.7239
H  1.0783  -0.3832  4.0121
H  -0.4023  -0.1952  3.0616
H  -0.3052  0.4426  4.7102
H  2.6452  1.5255  4.3639
H  1.3458  2.3633  5.2139
H  2.1899  3.1714  3.8909
H  -1.1268  2.3463  2.3803
H  -0.0394  3.6379  2.8749
H  -0.9155  2.7297  4.0958
H  1.1419  4.3754  -0.9000
H  0.4391  3.1204  -1.9360
H  1.5831  4.2771  -2.5872
H  3.4848  4.2625  -0.1420
H  3.9264  4.3650  -1.8467
H  4.6413  3.1168  -0.8290
H  2.0713  1.3145  -2.9867
H  3.8138  1.5016  -2.7010
H  2.9234  2.7546  -3.5281
H  5.6253  1.2421  0.3615
H  5.1785  1.2926  -1.3482
H  6.1616  -0.0259  -0.7385
H  4.9301  -0.7282  1.7860
H  5.3203  -1.8502  0.4923
H  3.7217  -1.8914  1.2140
H  3.4327  -0.4091  -2.2692
H  2.7800  -1.6373  -1.1916
H  4.4670  -1.7017  -1.6878
Br  -4.7249  0.1157  -4.1016
C  -3.6668  0.2808  -2.5395
C  -3.8973  1.5080  -1.8071
C  -3.1173  2.2195  -0.9400
N  -1.8633  2.0302  -0.4218
C  -2.0267  -0.7684  -1.0458
C  -2.8474  -0.7535  -2.2723
C  -0.9555  -1.8402  -0.9215
C  -1.0158  -3.0408  -1.5972
C  -0.1140  -4.0563  -1.2912
Br  -0.2095  -5.6773  -2.1942
C  0.8275  -3.8556  -0.2925
C  0.8971  -2.6054  0.2756
N  0.0728  -1.5927  -0.0515
H  -4.8428  1.9839  -2.0326
H  -3.5857  3.1041  -0.5186
H  -2.6943  -1.5017  -3.0339
H  -1.7597  -3.2200  -2.3538
H  1.5141  -4.6338  0.0079
H  1.6534  -2.3726  1.0102
N  -2.4468  0.0414  1.2281
C  -2.8673  -0.7416  0.2378
S  -0.9816  0.8872  -1.1652
N  -3.9618  -1.4495  0.4559
C  -4.7556  -2.4987  -0.1347
C  -5.9084  -2.7871  0.5908
C  -6.7756  -3.7739  0.1581
C  -6.4959  -4.4823  -1.0008
C  -5.3456  -4.1925  -1.7169
C  -4.4710  -3.2038  -1.2900
H  -2.0460  0.9527  0.9351
H  -2.9701  0.0554  2.0928
H  -4.4107  -1.1752  1.3216
H  -6.1378  -2.2373  1.4979
H  -7.6698  -3.9849  0.7280
H  -7.1724  -5.2520  -1.3450
H  -5.1227  -4.7340  -2.6264
H  -3.6052  -2.9824  -1.8786

Record 3
Computed, not measured: C5H6CoLiO4 as an isolated structure, with the ωB97M-V functional and the def2-TZVPD basis.

Summary:
Energy in eV: -51302.42261
LUMO level (alpha / beta) in eV: 0.1 / -2.1
Expectation value of S²: 6.00
Energy relative to the best compared isomer or geometry (same formula, charge and spin) in kcal per mole: 0.0
Charge: 0
Orbital gap (alpha / beta) in eV: 7.606 / 5.426
Spin multiplicity: 5
Molecular weight in g mol⁻¹: 196.0

Element x y z (Å)
C  -0.7256  -1.0245  -0.9091
C  0.0915  0.1121  -1.5215
C  0.0352  1.3603  -0.6944
C  0.9922  1.7247  0.2034
O  0.8349  2.5996  1.1593
O  -0.1096  -1.5745  0.2578
Co  1.4923  -2.5791  0.8889
Li  -0.7593  1.7130  1.6027
H  -0.8385  -1.8575  -1.6162
H  -1.7222  -0.6652  -0.6146
H  -0.3045  0.2786  -2.5366
H  1.1313  -0.2318  -1.6412
H  -0.9135  1.9175  -0.7004
H  1.9610  1.1858  0.1613
O  -1.1646  -0.1697  1.8574
O  0.3805  -1.7047  2.4340
C  -0.3815  -1.0846  1.6691

Record 4
Computed, not measured: C22H19Cl2N4O2S4SbTc as an isolated structure, with the ωB97M-V functional and the def2-TZVPD basis.

Summary:
Energy in eV: -110294.40927
LUMO level (alpha / beta) in eV: -5.1 / -5.1
Energy relative to the best compared isomer or geometry (same formula, charge and spin) in kcal per mole: 42.2
Charge: +1
Orbital gap (alpha / beta) in eV: 4.889 / 5.011
Molecular weight in g mol⁻¹: 790.4

Element x y z (Å)
Tc  -19.7479  0.3818  2.5342
Cl  -13.8372  -0.2271  5.9508
C  -15.1803  -0.5342  4.9296
C  -15.9546  0.5655  4.5476
C  -17.1166  0.2987  3.8733
N  -17.9806  1.2096  3.2558
C  -17.4661  2.2587  2.5361
O  -16.4474  2.8873  2.7999
C  -18.2870  2.5606  1.2744
C  -17.9512  3.6389  0.5131
C  -18.6354  3.8722  -0.6852
C  -19.6130  2.9437  -1.0337
C  -19.9334  1.8834  -0.1670
N  -19.2862  1.7095  0.9747
C  -17.4306  -1.0243  3.4661
C  -16.6019  -2.0660  3.8732
C  -15.4927  -1.8531  4.6729
Cl  -14.5721  -3.1670  5.2411
N  -18.6240  -1.1296  2.7379
C  -19.2716  -2.3471  3.0071
O  -19.0430  -3.4124  2.4856
C  -20.2275  -2.0666  4.1117
C  -20.7723  -3.0332  4.9454
C  -21.5118  -2.6456  6.0633
C  -21.7221  -1.3121  6.2638
C  -21.1522  -0.3800  5.3853
N  -20.4502  -0.7500  4.2819
H  -15.6898  1.5663  4.8022
H  -17.1315  4.2351  0.8207
H  -18.3158  4.7172  -1.3258
H  -20.1973  3.1202  -1.9238
H  -20.6908  1.1692  -0.4050
H  -16.9100  -3.1193  3.7163
H  -20.6041  -4.0721  4.7274
H  -21.9997  -3.4190  6.6495
H  -22.1959  -0.9522  7.1537
H  -21.2201  0.7162  5.5578
S  -24.3463  2.3140  2.0004
Sb  -26.0915  3.2491  3.5873
S  -21.2414  2.1226  3.2370
S  -23.1000  1.2017  3.1101
S  -25.7643  1.9003  5.2691
C  -23.6682  -2.1451  0.8541
C  -24.1902  -1.0070  1.7565
C  -24.8988  -1.4998  3.0154
C  -22.8891  -0.2629  2.0579
H  -24.3952  -2.7823  0.4030
H  -22.9392  -2.7597  1.4078
H  -23.1263  -1.6940  0.0389
H  -24.8590  -0.3441  1.1473
H  -24.2098  -2.0486  3.6376
H  -25.6446  -2.2077  2.7089
H  -25.2940  -0.7102  3.6163
H  -22.4638  0.0957  1.1427
H  -22.1800  -0.8743  2.6224

Record 5
Computed, not measured: one molecule with the formula CH3F2N2P, with the ωB97M-V functional and the def2-TZVPD basis.

Summary:
Energy in eV: -18790.26729
LUMO level in eV: 0.1
Energy relative to the best compared isomer or geometry (same formula, charge and spin) in kcal per mole: 4.8
Charge: 0
Orbital gap in eV: 10.636
Molecular weight in g mol⁻¹: 112.0
SMILES: [H]/N=C/P(=N)(F)F

Element x y z (Å)
H  1.3927  -2.0775  0.5165
N  0.4044  -1.7682  0.2327
C  0.2653  -0.5791  -0.0014
P  -1.3688  0.0991  -0.1069
N  -1.1921  1.6238  0.2079
F  -2.2404  -0.6352  -1.2737
F  -2.0221  -0.7512  1.0897
H  0.9383  0.3398  0.0600
H  -2.0407  2.1578  0.0291